[1]
28
Properties=species:S:1:pos:R:3 method="wB97M-V/def2-TZVPD" multiplicity=1 energy_ha=-956.11569 gap_ev=8.8 e_lumo_ha=0.0295 homo_ha=-0.294 smiles=CNc1ccc(Sc2ccccc2)cc1
C -4.7204 0.8422 -0.6399
C -2.7326 -0.2783 0.2899
C -1.9481 -0.6791 1.4160
C -0.6899 -1.2221 1.2724
C -0.1283 -1.3574 -0.0050
C 2.5763 -0.7112 0.0057
C 2.1787 0.6163 0.1856
C 3.1002 1.6347 0.2404
C 4.4498 1.3588 0.0835
C 4.8431 0.0412 -0.1119
C 3.9139 -0.9845 -0.1904
C -0.8632 -0.9213 -1.1085
C -2.1376 -0.3951 -0.9637
H -5.7040 1.1876 -0.2785
H -4.2065 1.7187 -1.0445
H -4.8599 0.1706 -1.5010
H -4.2462 0.5667 1.3418
H -2.3293 -0.5373 2.4129
H -0.1160 -1.5884 2.1442
H 1.0971 0.8145 0.2349
H 2.7932 2.6781 0.3751
H 5.1946 2.1509 0.1234
H 5.8836 -0.1731 -0.2609
H 4.2931 -2.0110 -0.3037
H -0.4423 -0.9674 -2.1170
H -2.6475 -0.0266 -1.8626
N -4.0218 0.1731 0.4502
S 1.4699 -2.1005 -0.1883

[2]
9
Properties=species:S:1:pos:R:3 method="wB97M-V/def2-TZVPD" multiplicity=2 energy_ha=-150.80566 gap_ev="6.9 / 3.6" total_charge=+1 e_lumo_ha="-0.2355 / -0.3483" homo_ha="-0.489 / -0.481" s2=0.759
N -0.5265 -1.8092 1.7846
H -0.3281 -1.8763 2.7652
H -1.5027 -1.8261 1.5239
H 0.0173 -2.4624 1.2737
C 0.3396 1.9429 -1.5868
N 0.4535 0.7241 -1.4273
H -0.6128 2.3769 -1.9340
H 1.1158 2.7249 -1.6509
H 1.0440 0.2051 -0.7485

[3]
84
Properties=species:S:1:pos:R:3 method="wB97M-V/def2-TZVPD" multiplicity=1 energy_ha=-3376.51525 gap_ev=6.7 total_charge=+2 e_lumo_ha=-0.2236 homo_ha=-0.471
In 0.3117 -0.0737 -0.6553
C 1.0270 -2.6384 -4.4962
C 0.6296 -1.4473 -3.6238
N -0.1104 -1.7595 -2.3786
C -1.5775 -1.8505 -2.5473
C -2.1033 -2.9157 -3.5035
C 0.4661 -2.8684 -1.6144
C 1.9213 -2.5958 -1.1998
N 2.0848 -1.2339 -0.7261
C 3.2600 -0.5680 -1.0052
C 3.2513 0.7472 -1.4581
F 2.0217 1.3307 -1.6783
C 4.3985 1.4713 -1.7082
F 4.2852 2.7210 -2.1579
C 5.6385 0.9044 -1.5074
C 5.6845 -0.4012 -1.0478
F 6.8573 -0.9739 -0.8069
C 4.5314 -1.1257 -0.8055
F 4.6194 -2.3651 -0.3064
H 1.4760 -2.2527 -5.4106
H 0.1726 -3.2494 -4.7770
H 1.7667 -3.2760 -4.0149
H 0.0064 -0.7630 -4.2020
H 1.5401 -0.9073 -3.3503
H -1.9277 -0.8671 -2.8701
H -1.9922 -2.0317 -1.5586
H -1.8628 -2.6879 -4.5405
H -3.1900 -2.9432 -3.4195
H -1.7203 -3.9083 -3.2655
H 0.4500 -3.8036 -2.1766
H -0.1469 -2.9952 -0.7135
H 2.5893 -2.7917 -2.0420
H 2.1643 -3.3177 -0.4153
H 6.5450 1.4627 -1.6907
S 0.7120 -2.2033 6.2971
C 1.1696 -3.8388 6.4079
C 1.4502 -4.3794 5.1889
C 1.2928 -3.4503 4.1407
C 0.8964 -2.2059 4.5723
C 0.6007 -1.0272 3.7770
C 0.7922 -1.0441 2.3796
N 0.4767 -0.0273 1.6059
C -0.0152 1.1100 2.1236
C -0.2118 1.2485 3.5064
C -0.7038 2.4984 4.0121
C -0.9528 3.5334 3.1810
C -0.7429 3.4232 1.7643
C -0.9522 4.4827 0.8766
C -0.7123 4.3394 -0.4856
C -0.2772 3.0695 -0.9149
N -0.0884 2.0583 -0.0869
C -0.2944 2.2008 1.2391
C -0.9019 5.4143 -1.4414
C -0.7251 5.3906 -2.8052
C -1.0138 6.6214 -3.4260
C -1.4086 7.5732 -2.5332
S -1.4352 6.9866 -0.9369
C 0.0944 0.1502 4.3187
H 1.2139 -4.3218 7.3713
H 1.7595 -5.4042 5.0490
H 1.4860 -3.6998 3.1065
H 1.2353 -1.8977 1.8805
H -0.8540 2.5978 5.0796
H -1.3056 4.4801 3.5700
H -1.2940 5.4356 1.2623
H -0.0659 2.8835 -1.9590
H -0.3867 4.5259 -3.3588
H -0.9335 6.7988 -4.4879
H -1.6850 8.5956 -2.7373
H -0.0569 0.2267 5.3890
C -4.3334 -1.4493 -0.3065
P -3.0847 -0.6961 0.7578
C -3.9008 0.6397 1.6484
C -2.5915 -1.9191 1.9957
O -1.8922 -0.1860 -0.0257
H -5.2882 -1.4647 0.2200
H -4.0605 -2.4723 -0.5644
H -4.4282 -0.8494 -1.2112
H -4.6802 0.2231 2.2880
H -4.3555 1.3351 0.9429
H -3.1671 1.1657 2.2608
H -3.4566 -2.4599 2.3795
H -2.0951 -1.4120 2.8239
H -1.8963 -2.6244 1.5382